Entry 1:
# C29H33IN3PZr

A structure of composition C29H33IN3PZr (wB97M-V/def2-TZVPD, OMol25).

Last column: natural (NBO) charge in e.
Element x y z (Å)
Zr  0.347022  0.778232  0.786691  1.658
N  -2.239804  0.313085  -1.281930  -0.877
P  -0.651093  0.783666  -1.743984  1.059
C  -0.907648  1.152790  -3.476641  -0.314
C  -0.291168  0.355109  -4.439596  -0.202
C  -0.518711  0.611495  -5.785567  -0.183
C  -1.357261  1.651492  -6.154022  -0.146
C  -1.970437  2.447571  -5.188762  -0.192
C  -1.744464  2.210787  -3.845111  -0.210
C  -0.494052  2.478212  -1.024306  -0.427
C  0.630303  3.227029  -1.418683  -0.212
C  0.782090  4.530580  -0.982780  -0.161
C  -0.169433  5.101165  -0.142460  -0.135
C  -1.273841  4.369497  0.268178  -0.170
C  -1.436682  3.061852  -0.165613  -0.228
C  -2.643708  -0.046921  -0.024782  0.442
C  -3.957405  -0.468237  0.211364  -0.270
C  -4.364421  -0.693507  1.498800  -0.072
C  -3.472006  -0.508523  2.565126  -0.249
C  -2.195972  -0.149381  2.270138  0.074
N  -1.762869  0.078206  0.989818  -0.683
H  -2.919170  0.211672  -2.022212  0.444
H  0.356932  -0.462833  -4.149445  0.229
H  -0.044661  0.000224  -6.541397  0.243
H  -1.536483  1.851763  -7.202516  0.245
H  -2.618035  3.260644  -5.488610  0.243
H  -2.205133  2.845348  -3.097471  0.225
H  1.351784  2.808729  -2.112296  0.241
H  1.634923  5.109023  -1.312097  0.250
H  -0.047490  6.124610  0.188131  0.251
H  -2.012399  4.814700  0.921066  0.249
H  -2.331767  2.522478  0.114377  0.236
H  -4.635992  -0.586008  -0.622988  0.249
H  -5.383074  -1.004407  1.692904  0.255
H  -3.767638  -0.659878  3.592329  0.259
H  -1.461279  -0.023922  3.053760  0.237
I  1.294313  2.720839  2.501483  -0.182
C  0.032731  -1.504831  5.175678  -0.649
C  0.389551  -2.043875  3.817160  0.034
C  0.305474  -3.391811  3.522243  -0.200
C  0.642913  -3.908139  2.264651  0.049
C  0.570546  -5.390115  2.020502  -0.642
C  1.057014  -3.042267  1.261898  -0.205
C  1.187384  -1.686802  1.546541  0.100
C  0.863219  -1.197053  2.807459  -0.278
N  1.583242  -0.715861  0.575347  -0.821
C  2.882839  -0.729288  -0.163506  0.123
C  3.963944  -1.408073  0.663211  -0.625
C  3.224350  0.747150  -0.334112  -0.598
C  2.722279  -1.403195  -1.519507  -0.604
H  0.648970  -1.962412  5.950215  0.255
H  -1.007266  -1.724586  5.425404  0.234
H  0.179804  -0.425339  5.230409  0.219
H  -0.019014  -4.080182  4.296070  0.231
H  -0.240040  -5.844469  2.588727  0.235
H  1.499031  -5.869926  2.336681  0.248
H  0.424166  -5.617252  0.965536  0.227
H  1.279545  -3.417388  0.270982  0.222
H  1.080717  -0.160634  3.068926  0.222
H  4.007692  -0.998665  1.674043  0.228
H  4.932231  -1.238364  0.189448  0.240
H  3.808338  -2.484199  0.732044  0.230
H  3.459958  1.207552  0.623846  0.248
H  2.400325  1.313176  -0.811419  0.183
H  4.071435  0.878418  -1.008093  0.261
H  2.500232  -2.465337  -1.413361  0.223
H  3.646825  -1.310824  -2.091237  0.236
H  1.918294  -0.942593  -2.096686  0.199

Forces on the atoms, in the same order (eV/Å):
0.6 -0.2 0.1
0.1 -0.1 0.0
-0.7 0.6 0.2
0.3 -0.3 -0.2
0.0 0.0 -0.1
0.0 0.0 0.1
0.0 0.0 0.0
0.0 0.0 0.0
0.0 0.0 -0.1
-0.2 0.0 0.0
0.0 0.0 0.1
0.0 0.0 0.0
0.0 0.0 0.0
0.1 0.0 0.0
-0.1 0.1 -0.1
0.0 0.0 0.1
0.0 0.0 -0.1
-0.1 0.0 0.1
-0.1 -0.1 0.0
0.1 0.1 -0.2
-0.2 0.0 0.1
-0.1 0.1 0.0
0.0 0.0 0.0
0.0 0.0 0.0
0.0 0.0 0.0
0.0 0.0 0.0
0.0 0.0 0.0
0.0 0.0 0.0
0.0 0.0 0.0
0.0 0.0 0.0
0.0 0.0 0.0
0.0 0.0 0.0
0.0 0.0 0.0
0.0 0.0 0.0
0.0 0.0 0.0
0.0 0.0 0.0
-0.2 -0.3 -0.2
0.0 0.0 0.0
-0.1 0.0 -0.1
-0.1 -0.1 0.1
0.0 -0.1 0.0
0.0 0.0 0.0
-0.2 0.0 0.0
0.2 0.2 -0.5
-0.1 0.2 0.3
0.5 0.1 0.3
-0.2 -0.1 0.1
0.1 0.0 0.0
0.0 0.0 -0.1
0.0 -0.1 -0.1
0.0 0.0 0.0
0.0 0.0 0.0
0.0 0.0 0.0
0.0 0.0 0.0
0.0 0.0 0.0
0.0 0.0 0.0
0.0 0.0 0.0
0.0 0.0 0.0
0.2 0.0 0.1
0.0 0.0 0.0
0.0 0.0 0.0
0.0 0.0 0.0
0.0 0.0 0.0
-0.1 -0.1 0.0
0.0 0.0 0.0
0.0 0.0 0.0
0.0 0.0 0.0
0.0 0.0 0.0

Computed properties:
total charge: +2
ΔE to the lowest compared entry with this formula, charge and spin: 3.2 kcal/mol

=====

Entry 2:
# C25H39BO15Si2

A structure of composition C25H39BO15Si2 (wB97M-V/def2-TZVPD, OMol25).

Last column: Löwdin charge in e.
Element x y z (Å)
C  0.952793  -2.219429  2.179545  -0.118
C  -0.647147  -2.163228  1.812856  -0.383
C  -1.599649  -3.076650  2.811648  -0.123
C  -0.822844  -2.599715  0.207898  -0.132
C  -1.535339  -1.286281  -0.534122  -0.317
C  -2.428088  -1.710212  -1.853370  -0.091
C  -0.313959  -0.286078  -0.976943  -0.233
O  -0.733583  0.953970  -1.647428  -0.266
Si  -1.299151  2.173304  -0.515398  0.515
C  -0.002042  2.466018  0.877104  -0.216
C  1.544388  2.614541  0.261954  -0.232
O  2.388082  3.432219  1.159914  -0.108
C  3.749752  2.820635  1.102439  -0.097
O  4.575988  2.882196  2.164423  -0.039
O  -2.892320  1.680783  0.037684  -0.366
Si  -3.652807  2.890715  1.059856  0.616
C  -5.527934  2.334610  1.237104  -0.238
C  -6.379154  2.484236  -0.157853  -0.423
C  -6.940913  0.985006  -0.538578  -0.090
O  -5.550171  3.115441  -1.196166  -0.143
B  -2.968391  2.883816  2.906755  -0.502
O  -2.166163  1.696086  3.368909  -0.017
O  -3.188435  4.023432  3.828932  -0.011
H  1.190174  -2.489881  3.293906  0.079
H  1.412657  -1.152413  1.907643  0.074
H  1.453142  -3.031442  1.473045  0.080
H  -0.987076  -1.034982  2.002084  0.123
H  -1.506699  -2.650790  3.922551  0.086
H  -2.725461  -2.868198  2.476260  0.086
H  -1.374766  -4.224309  2.771407  0.082
H  -1.629619  -3.464290  0.134286  0.117
H  0.195457  -2.856395  -0.309909  0.111
H  -2.279745  -0.846765  0.255101  0.126
H  -1.725055  -1.954040  -2.761352  0.081
H  -3.081067  -0.755442  -2.123211  0.091
H  -3.141329  -2.594589  -1.553930  0.073
H  0.333234  -0.890061  -1.777720  0.146
H  0.393372  -0.134378  -0.052230  0.092
H  -1.384408  3.441905  -1.282313  0.023
H  0.030248  1.463092  1.522306  0.094
H  -0.282508  3.389702  1.548370  0.107
H  1.443648  3.189206  -0.768607  0.137
H  1.946672  1.523027  0.114187  0.118
H  4.024238  2.251324  0.111225  0.171
H  -3.669043  4.230485  0.474099  0.008
H  -5.487385  1.172596  1.507072  0.096
H  -6.057427  2.846698  2.166369  0.098
H  -7.316232  3.169680  0.093286  0.147
H  -7.820524  0.971269  -1.310514  0.082
H  -7.342543  0.521539  0.485781  0.090
H  -6.037055  0.281707  -0.852370  0.098
H  -5.994539  3.991237  -1.475821  0.131
H  -1.969516  1.904431  4.350003  0.123
H  -3.999085  3.789526  4.390309  0.121
C  9.525007  4.543165  3.213058  0.075
C  10.559553  4.222177  2.433697  -0.212
C  10.481330  3.087303  1.472669  -0.313
O  11.441735  2.828095  0.756118  0.097
C  9.234151  2.308203  1.426312  0.071
C  8.200962  2.627211  2.208230  -0.204
C  8.269775  3.778852  3.149039  -0.302
O  7.297218  4.058902  3.841761  0.114
O  7.026857  1.897593  2.171722  0.058
O  11.743521  4.934323  2.490170  0.075
H  9.567398  5.366949  3.914416  0.136
H  9.197027  1.475034  0.736248  0.135
H  6.433256  2.325675  2.826615  0.079
H  12.334874  4.509969  1.831001  0.115
C  -3.220724  -6.883726  -5.358218  0.077
C  -3.356307  -6.260047  -4.186312  -0.205
C  -2.471479  -5.123621  -3.807828  -0.292
O  -2.632363  -4.557904  -2.732146  0.079
C  -1.419721  -4.723748  -4.755724  0.080
C  -1.282088  -5.349816  -5.926082  -0.207
C  -2.184506  -6.467775  -6.315881  -0.306
O  -2.045091  -7.011719  -7.406224  0.106
O  -0.294049  -4.980931  -6.820452  0.081
O  -4.326266  -6.647115  -3.279958  0.080
H  -3.858417  -7.709702  -5.647061  0.138
H  -0.772186  -3.908085  -4.460544  0.133
H  -0.401746  -5.581138  -7.590292  0.117
H  -4.222393  -6.042986  -2.512809  0.116

Forces on the atoms, in the same order (eV/Å):
0.0 0.0 -0.7
0.5 -0.3 0.4
-0.3 1.2 -0.2
-1.6 1.5 0.5
0.2 -0.9 -0.6
0.0 1.1 0.8
0.2 -1.7 -0.3
-0.2 0.4 3.0
-0.6 -1.8 -0.9
1.5 -1.1 1.1
-2.3 0.3 -1.1
3.4 -3.4 -1.1
2.4 1.1 5.9
-6.0 -0.1 -7.2
1.9 2.7 0.7
-1.7 -2.0 -1.4
-0.4 -1.2 0.3
-1.2 -0.3 1.3
0.4 -0.2 0.8
-2.0 1.1 0.4
2.3 -0.9 2.9
-1.9 3.8 1.3
-1.4 -3.0 -0.5
-0.5 0.6 -2.1
-0.8 -2.4 0.7
-0.9 1.7 1.7
0.6 -2.4 -0.7
-0.1 -1.1 -2.4
2.4 -0.7 0.7
-0.3 2.2 0.1
2.0 1.5 0.1
-2.0 0.3 1.1
1.6 -0.5 -1.6
-1.5 0.2 1.8
1.3 -2.1 0.4
1.6 1.8 -0.8
-1.4 1.3 1.7
-1.3 0.0 -1.6
-0.1 -0.3 0.0
-0.3 2.4 -0.9
0.7 -1.8 -1.2
0.5 -1.3 2.0
-0.6 2.2 0.2
-0.6 1.2 1.9
0.4 0.2 -0.1
0.0 2.4 -0.5
1.0 -0.9 -2.0
1.9 -1.4 -0.7
1.9 0.1 1.3
0.7 1.1 -2.3
-1.9 1.6 0.4
1.0 -2.3 0.8
-0.2 -0.6 -2.1
1.7 0.7 -1.0
-0.3 0.0 0.1
1.3 1.2 0.5
0.1 -0.8 -0.7
-0.4 0.4 0.6
0.6 0.2 -0.2
-1.6 -1.5 -0.4
-0.5 0.8 0.9
0.7 -0.4 -0.6
2.0 1.5 0.7
-1.2 -1.4 -0.6
0.0 0.0 -0.1
0.0 0.1 0.0
-0.1 -0.1 -0.5
-0.3 0.2 0.3
0.2 0.0 -0.3
-1.4 -0.9 0.8
0.4 0.8 0.5
-0.1 -0.9 -0.7
-0.2 0.0 0.4
1.5 0.9 -0.8
-0.5 -0.8 -0.6
0.1 0.6 0.7
-1.6 -1.1 0.7
1.5 1.1 -0.7
0.0 0.1 0.0
0.0 0.0 0.0
0.0 0.2 0.3
0.0 -0.2 -0.3

=====

Entry 3:
# C4H20NO9

A cluster of 7 separate species, C4H20NO9 in total (wB97M-V/def2-TZVPD, OMol25).

Last column: natural (NBO) charge in e.
Element x y z (Å)
O  0.231402  -1.095400  0.571747  -0.944
C  -0.708761  -0.805474  -0.357893  0.365
C  -2.168289  -0.486908  0.211092  -0.131
C  -2.167055  -0.558623  1.757161  -0.068
O  -1.861368  -1.898697  2.124603  -0.769
N  -2.462875  0.915320  -0.165390  -0.644
C  -1.236359  1.476781  -0.675133  0.052
O  -0.455881  0.348716  -1.162837  -0.616
H  -0.623668  -1.613702  -1.145962  0.125
H  -2.965500  -1.153195  -0.120441  0.195
H  -1.467651  0.158475  2.246530  0.178
H  -3.195710  -0.374915  2.075943  0.165
H  -0.937827  -1.962463  1.768402  0.497
H  -3.186403  0.936487  -0.883126  0.351
H  -0.565245  1.704810  0.150286  0.193
H  -1.345275  2.317711  -1.374094  0.174
H  1.612183  -1.892523  -2.467440  0.513
H  3.004863  -2.076277  -2.914636  0.474
O  2.177011  -1.713685  -3.259488  -0.971
H  0.549839  0.171792  1.785931  0.505
H  1.375162  1.260855  1.252362  0.497
O  0.723766  1.146946  1.965240  -1.043
H  2.164341  -0.006152  -2.864009  0.500
H  1.204146  1.180066  -2.599351  0.483
O  2.139950  0.954026  -2.672193  -1.008
H  1.990769  0.330058  -0.280636  0.492
H  2.808449  1.413012  -0.921656  0.501
O  2.595739  1.049485  -0.050728  -0.990
H  1.147827  -1.955028  -0.301888  0.513
H  1.975863  -3.320579  -0.259184  0.472
O  1.725236  -2.611908  -0.850342  -1.056
H  -0.243983  2.796634  3.771373  0.466
H  -0.868178  2.347276  2.470396  0.500
O  -0.966521  3.017079  3.175358  -0.973

Forces on the atoms, in the same order (eV/Å):
0.0 0.3 0.0
-0.6 -0.9 -0.9
0.9 0.8 1.1
-0.2 -0.5 -0.4
0.9 0.1 0.0
-0.6 0.0 -0.8
1.4 -1.4 1.5
0.0 0.9 -1.6
-1.0 0.4 0.6
0.2 -0.1 -0.3
-0.6 -0.3 -0.5
0.1 0.2 0.2
-0.5 -0.2 0.2
0.3 0.0 0.1
-0.6 1.3 0.4
0.0 -0.6 -0.1
0.4 -0.3 -0.6
-0.1 0.1 -0.2
-0.2 -0.1 0.4
-0.1 1.0 0.1
0.2 0.7 0.2
0.0 -1.3 0.0
0.0 0.2 -0.2
0.1 -0.3 0.2
0.0 0.4 -0.5
0.0 -0.1 0.0
-0.2 -0.1 -0.1
0.3 0.0 0.3
0.3 -0.4 0.5
-0.1 0.0 0.1
-0.2 0.3 0.1
0.0 -0.1 -0.2
0.3 0.3 0.4
-0.3 -0.1 -0.1

Computed properties:
total charge: -1
ΔE to the lowest compared entry with this formula, charge and spin: 62.0 kcal/mol

=====

Entry 4:
# C4H8O3S2

An isolated molecule of C4H8O3S2 (wB97M-V/def2-TZVPD, OMol25).

Last column: natural (NBO) charge in e.
Element x y z (Å)
C  1.246957  -1.244692  -0.577188  -0.098
C  0.437125  0.029125  -1.002885  0.070
C  -1.034025  0.197434  -0.407510  -0.409
C  -0.951085  1.093862  0.810210  0.045
O  1.675931  -1.249135  0.744848  -0.718
O  1.230363  1.173478  -0.809264  -0.693
O  -0.024344  1.131496  1.614297  -0.370
S  -1.769674  -1.362620  0.020567  0.060
S  -2.388623  2.094621  0.995558  0.047
H  0.726516  -2.260578  -0.964004  0.169
H  2.129622  -1.227685  -1.214785  0.190
H  0.139164  -0.115992  -2.010138  0.198
H  -1.786987  0.678963  -1.011801  0.253
H  1.887879  1.028245  -0.058546  0.488
H  -0.746399  -2.057173  0.459360  0.127
H  1.156956  -0.577191  1.232428  0.482
H  -1.929375  2.667843  2.178855  0.159

Forces on the atoms, in the same order (eV/Å):
-1.2 -1.2 -2.4
-0.3 -0.9 1.1
2.0 -0.1 1.8
-2.5 0.6 -2.5
-0.6 0.5 0.8
0.8 -0.3 0.8
2.6 -0.2 2.3
-1.8 -0.8 -0.4
0.3 0.7 1.6
0.8 2.2 1.3
0.2 0.2 0.0
0.6 0.1 -1.5
0.1 0.1 -0.8
-1.4 0.1 -1.4
0.7 -0.1 0.3
0.3 -0.6 0.1
-0.6 -0.4 -1.0

Computed properties:
<S²>: 2.009
ΔE to the lowest compared entry with this formula, charge and spin: 0.0 kcal/mol
2S+1: 3

=====

E per entry: -1974.8455; -2708.3537; -896.3921; -1179.1149 a.u.